Entry from OMol25: a structure of composition C3H7NO (ωB97M-V/def2-TZVPD).

```
! wB97M-V def2-TZVPD RIJCOSX def2/J DEFGRID3
* xyz -1 2
C -0.51527 1.06218 -0.22572
N -0.40575 0.46975 1.02666
C 1.70700 -1.08059 -0.64364
C -1.76906 0.35255 1.20217
O -0.81218 0.64203 -1.34900
H -0.30132 2.18098 -0.15283
H 1.86599 -2.15650 -0.70374
H 0.77698 -0.70691 -1.04792
H 1.52284 -0.67018 0.35037
H -2.26510 0.94447 1.98232
H 2.59535 -0.64955 -1.12266
H -2.39948 -0.38823 0.68399
*
```

The LUMO energy (spin up / spin down) comes out at 4.6 / 4.5 eV. Its HOMO energy (spin up / spin down) is -0.0549 / -0.0987 Eh. The expectation value of S² is 0.76. For the orbital gap (spin up / spin down), the calculation gives 6.09 / 7.21 eV.

These are the Löwdin partial charges, in e, on atoms 1 to 8: -0.545 -0.144 -0.068 -0.231 -0.108 0.094 0.003 -0.024

=====

Entry from OMol25: the molecule C3H7NO (ωB97M-V/def2-TZVPD).

```
! wB97M-V def2-TZVPD RIJCOSX def2/J DEFGRID3
* xyz 0 1
C 1.76074 -0.01431 0.25823
O 0.56417 -0.74356 0.49265
C -0.58322 -0.21795 -0.01926
C -1.49760 -1.01769 -0.57304
N -0.67398 1.17794 0.08053
H 1.83394 0.30959 -0.78531
H 1.83944 0.86580 0.90676
H 2.57762 -0.70079 0.49000
H -1.55184 1.52893 -0.27989
H -2.46933 -0.63598 -0.86662
H -1.27872 -2.06627 -0.72945
H -0.52122 1.51431 1.02539
*
```

The LUMO energy comes out at 1.0 eV. Its HOMO energy is -0.3061 Eh. For the orbital gap, the calculation gives 9.32 eV. As for the SMILES: C=C(N)OC.

These are the Löwdin partial charges, in e, on atoms 1 to 8: -0.089 -0.103 -0.514 0.048 0.101 0.094 0.080 0.089

=====

Entry from OMol25: a cluster of 2 separate species, C3H7NO in total (ωB97M-V/def2-TZVPD).

```
! wB97M-V def2-TZVPD RIJCOSX def2/J DEFGRID3
* xyz 0 1
C -0.89641 0.33628 0.61641
C 0.04116 2.44859 -0.09035
C 0.15925 -1.96482 -0.40768
N -0.53651 1.45696 0.50503
O 1.22923 -1.21512 -0.02021
H -1.09498 -0.34622 1.47153
H -0.44549 3.49516 0.02886
H 1.00470 -0.13294 0.02683
H 0.91023 2.49584 -0.79930
H 0.40132 -3.06704 -0.60051
H -0.25136 -1.47197 -1.28970
H -0.52114 -2.03473 0.55908
*
```

The LUMO energy (spin up / spin down) comes out at 0.4 / 0.4 eV. Its HOMO energy (spin up / spin down) is -0.2926 / -0.2926 Eh. For the orbital gap (spin up / spin down), the calculation gives 8.33 / 8.33 eV.

These are the Löwdin partial charges, in e, on atoms 1 to 8: 0.015 -0.078 -0.266 -0.132 -0.192 0.092 0.082 0.145

=====

Entry from OMol25: the molecule C3H7NO (ωB97M-V/def2-TZVPD).

```
! wB97M-V def2-TZVPD RIJCOSX def2/J DEFGRID3
* xyz 0 1
C 1.53592 -1.05467 -0.59081
C -0.46530 0.21771 0.25082
C -1.45912 1.06427 0.89419
H 2.11313 -0.67015 0.28220
H 0.57116 -1.78512 -0.38479
H 2.08992 -1.70855 -1.39644
H 0.16931 -0.62263 0.59743
H -2.42464 1.23297 0.23131
H -1.60608 0.83309 1.91659
H -1.02717 2.19054 0.79737
N -0.35281 0.35216 -1.02465
O 0.85567 -0.04961 -1.57321
*
```

The LUMO energy comes out at 0.9 eV. Its HOMO energy is -0.3364 Eh. For the orbital gap, the calculation gives 10.01 eV. As for the SMILES: C/C=N/OC.

These are the Löwdin partial charges, in e, on atoms 1 to 8: -0.084 -0.276 -0.100 0.089 0.128 0.112 0.061 0.120

=====

Entry from OMol25: a cluster of 2 separate species, C3H7NO in total (ωB97M-V/def2-TZVPD).

```
! wB97M-V def2-TZVPD RIJCOSX def2/J DEFGRID3
* xyz 0 1
C -0.07939 -1.22387 -1.49903
O 1.00187 -0.57084 -0.86479
C -0.28949 0.79630 1.23788
C 0.61890 1.72971 1.09188
N -1.08043 -0.11124 1.50244
H -1.00947 -1.15893 -0.91556
H -0.21178 -0.72723 -2.46315
H 0.16456 -2.28104 -1.67646
H 0.97437 -0.80484 0.06753
H 0.77045 2.36014 1.96047
H 1.20545 1.87277 0.19040
H -2.06505 0.11906 1.36839
*
```

The LUMO energy comes out at 0.9 eV. Its HOMO energy is -0.3415 Eh. For the orbital gap, the calculation gives 10.21 eV. As for the SMILES: C=C=N.CO.

These are the Löwdin partial charges, in e, on atoms 1 to 8: -0.164 -0.142 -0.291 0.003 0.127 0.062 0.080 0.077

=====

Entry from OMol25: a cluster of 2 separate species, C3H7NO in total (ωB97M-V/def2-TZVPD).

```
! wB97M-V def2-TZVPD RIJCOSX def2/J DEFGRID3
* xyz 0 1
C 2.47505 -0.61718 -0.51598
C 1.12994 -0.75019 -0.23994
N -1.05746 1.49196 0.17297
C -1.92544 0.37544 0.18260
O 0.37044 -1.71121 -0.19598
H 3.08696 -1.49428 -0.59390
H 0.83526 0.26041 0.26595
H 2.88779 0.34815 -0.76173
H -1.27275 1.95142 1.06891
H -2.85363 0.65401 0.70305
H -1.51222 -0.49853 0.71976
H -2.16393 -0.00998 -0.80570
*
```

The LUMO energy comes out at -3.2 eV. Its HOMO energy is -0.2894 Eh. For the orbital gap, the calculation gives 4.63 eV.

These are the Löwdin partial charges, in e, on atoms 1 to 8: 0.057 -0.426 0.069 -0.243 0.021 0.054 0.119 0.048

=====

Entry from OMol25: the molecule C3H7NO (ωB97M-V/def2-TZVPD).

```
! wB97M-V def2-TZVPD RIJCOSX def2/J DEFGRID3
* xyz 0 1
C -0.68534 1.60306 -0.42696
N -1.00540 0.36655 0.02858
C -0.13679 -0.74656 -0.40323
C 0.99280 -0.97941 0.58425
O -1.11543 2.63184 0.06789
H -0.17388 1.70239 -1.38981
H -1.37642 0.49392 0.96475
H 0.15736 -0.39046 -1.38790
H -0.71317 -1.68833 -0.49139
H 1.26318 -2.00727 0.83836
H 0.86864 -0.36293 1.48393
H 1.92445 -0.62279 0.13155
*
```

The LUMO energy comes out at 1.0 eV. Its HOMO energy is -0.3600 Eh. For the orbital gap, the calculation gives 10.80 eV. As for the SMILES: CCNC=O.

These are the Löwdin partial charges, in e, on atoms 1 to 8: -0.385 0.007 -0.239 -0.093 0.003 0.131 0.143 0.101

=====

Entry from OMol25: the molecule C3H7NO (ωB97M-V/def2-TZVPD).

```
! wB97M-V def2-TZVPD RIJCOSX def2/J DEFGRID3
* xyz 0 1
C -1.79939 -0.00890 -1.03439
O -1.10489 -1.16545 -0.55233
C 0.05869 -0.86364 0.04297
N 0.46078 0.32506 0.12192
C 1.69323 0.58321 0.80867
H -2.00361 0.69708 -0.22182
H -1.20340 0.52230 -1.78390
H -2.72936 -0.37346 -1.46719
H 0.60339 -1.72678 0.45232
H 2.21014 -0.30719 1.20493
H 2.35233 1.09609 0.10408
H 1.47444 1.24645 1.65094
*
```

The LUMO energy comes out at 1.1 eV. Its HOMO energy is -0.3568 Eh. For the orbital gap, the calculation gives 10.85 eV. As for the SMILES: C/N=C/OC.

These are the Löwdin partial charges, in e, on atoms 1 to 8: -0.089 -0.098 -0.275 -0.019 -0.145 0.087 0.087 0.086

=====

Entry from OMol25: the molecule C3H7NO (ωB97M-V/def2-TZVPD).

```
! wB97M-V def2-TZVPD RIJCOSX def2/J DEFGRID3
* xyz 0 1
C -1.53296 -1.07195 0.24167
N 0.87946 1.91662 0.79378
C 1.33626 1.24615 -0.19600
C 0.87823 -0.06958 -0.59819
O -0.63945 -0.00407 0.20005
H 0.42411 1.35232 1.51022
H 1.92798 1.78894 -0.93089
H -1.87526 -1.32880 -0.77189
H -2.41485 -0.76154 0.80835
H -1.09728 -1.96672 0.70727
H 0.75767 -0.19465 -1.67824
H 1.35610 -0.90670 -0.08612
*
```

The LUMO energy comes out at 0.9 eV. Its HOMO energy is -0.3530 Eh. For the orbital gap, the calculation gives 10.53 eV. As for the SMILES: [H]/N=C\COC.

These are the Löwdin partial charges, in e, on atoms 1 to 8: -0.172 0.109 -0.269 -0.020 -0.260 0.051 0.099 0.078

=====

Entry from OMol25: the molecule C3H7NO (ωB97M-V/def2-TZVPD).

```
! wB97M-V def2-TZVPD RIJCOSX def2/J DEFGRID3
* xyz 0 1
C -1.02091 0.40177 -0.40896
C 0.01744 -0.81078 1.17228
C 0.51389 0.23144 0.24330
O 0.70974 1.26527 0.97866
N 1.48652 -0.11097 -0.75519
H -1.30174 -0.47746 -0.99603
H -1.78869 0.64505 0.32749
H -0.87237 1.26649 -1.05697
H -0.81934 -1.46869 0.94643
H 0.23174 -0.63935 2.22372
H 1.26176 -0.96018 -1.26326
H 1.58196 0.65742 -1.41147
*
```

The LUMO energy (spin up / spin down) comes out at -1.3 / -0.5 eV. Its HOMO energy (spin up / spin down) is -0.3309 / -0.3404 Eh. For the orbital gap (spin up / spin down), the calculation gives 7.72 / 8.76 eV.

These are the Löwdin partial charges, in e, on atoms 1 to 8: -0.007 0.171 -0.831 0.012 0.102 0.078 0.080 0.078

=====

Number 1: strongest force on any atom 1.35 eV/Å. Number 2: strongest force on any atom 0.30 eV/Å. Number 3: strongest force on any atom 5.22 eV/Å. Number 4: strongest force on any atom 5.52 eV/Å. Number 5: strongest force on any atom 0.76 eV/Å. Number 6: strongest force on any atom 1.19 eV/Å. Number 7: strongest force on any atom 2.11 eV/Å. Number 8: strongest force on any atom 0.42 eV/Å. Number 9: strongest force on any atom 4.65 eV/Å. Number 10: strongest force on any atom 1.20 eV/Å.